ORCA calculation (ωB97M-V/def2-TZVPD) on a 2-piece molecular cluster, C11H19BrINO5P overall at a distorted geometry.

ORCA input file:
```
! RIJCOSX wB97M-V def2-TZVPD def2/J DEFGRID3
* xyz -1 1
C 3.86675 1.56150 1.94054
C 2.96660 2.17709 0.75579
O 2.95876 1.40737 -0.47623
P 1.89088 0.08179 -0.41947
O 1.85985 -0.65726 0.93263
C 0.13492 0.50129 -1.06308
C -0.67811 1.49341 -0.09288
C -2.11675 0.96127 0.39931
C -3.28767 1.72700 -0.42204
C -4.44144 0.60503 -0.21975
C -3.69032 -0.76808 0.11300
C -4.32955 -2.23749 0.04518
O -4.27418 -2.81025 -1.10455
O -4.83492 -2.81124 1.18308
N -2.40892 -0.49450 0.47620
I -1.27745 -2.11937 1.02080
O 2.50386 -1.06156 -1.56896
C 3.66615 -1.75165 -1.03425
C 3.22269 -3.29297 -0.73371
H 4.69532 2.26458 2.30236
H 4.26305 0.52363 1.62483
H 3.15687 1.34523 2.83181
H 1.93679 2.40704 1.19315
H 3.43130 3.20605 0.48729
H 0.33037 1.06436 -2.06014
H -0.40788 -0.46110 -1.35061
H -0.84767 2.47056 -0.69052
H -0.10041 1.81632 0.84937
H -2.19082 1.35712 1.49046
H -3.03280 1.58947 -1.54378
H -3.48036 2.78811 -0.04154
H -5.35937 0.62105 -0.93330
H -4.89941 0.87165 0.81511
H 4.12939 -1.24952 -0.11224
H 4.52931 -1.84266 -1.80510
H 4.10209 -3.94766 -0.39992
H 2.72927 -3.67560 -1.70820
H 2.37694 -3.22727 0.04206
Br -7.09316 -0.43270 -0.72270
*
```

Values from the calculation:
Gap between HOMO and LUMO ... 5.12 eV
LUMO level ... 1.386 eV
HOMO ... -3.7 eV

ORCA calculation (ωB97M-V/def2-TZVPD) on C2H3ClO2 as an isolated structure at a distorted geometry.

ORCA input file:
```
! RIJCOSX wB97M-V def2-TZVPD def2/J DEFGRID3
* xyz 0 1
C -1.01894 -1.03452 0.11639
C 0.85764 0.96595 -0.10041
O -0.47348 -1.72381 -0.68614
O -0.76030 0.20302 0.40991
Cl 2.01324 -0.29778 -0.17080
H -2.01749 -1.41156 0.75361
H 0.50696 1.50886 -1.05857
H 0.89237 1.78983 0.73602
*
```

Values from the calculation:
Gap between HOMO and LUMO ... 10.09 eV
LUMO level ... 0.108 eV
HOMO ... -10.0 eV
Energy above the lowest of the compared OMol25 structures with the same formula, charge and spin ... 218.3 kJ/mol

ORCA calculation (ωB97M-V/def2-TZVPD) on C2Cl3IS as an isolated structure at a distorted geometry.

ORCA input file:
```
! RIJCOSX wB97M-V def2-TZVPD def2/J DEFGRID3
* xyz 0 1
C 0.94545 0.91190 -0.21928
C -0.90194 -0.54748 0.02796
S 0.66449 2.32643 -0.82823
Cl -2.09168 -0.29683 -1.09720
Cl 0.01070 -2.09273 -0.12191
Cl -1.04321 -0.07561 1.64705
I 2.41618 -0.22568 0.59160
*
```

Values from the calculation:
Gap between HOMO and LUMO (alpha / beta) ... 7.24 / 7.24 eV
LUMO level (alpha / beta) ... -0.708 / -0.709 eV
HOMO (alpha / beta) ... -7.9 / -7.9 eV
Energy above the lowest of the compared OMol25 structures with the same formula, charge and spin ... 217.0 kJ/mol

ORCA calculation (ωB97M-V/def2-TZVPD) on a 3-piece molecular cluster, C39H37F2O4P overall.

ORCA input file:
```
! RIJCOSX wB97M-V def2-TZVPD def2/J DEFGRID3
* xyz 0 1
C -6.83944 3.58388 -6.43131
C -6.36453 4.15821 -5.08907
C -4.88729 3.83793 -4.83604
C -4.50624 4.21523 -3.42181
O -3.09569 4.22229 -3.13005
C -2.25960 3.50636 -3.92692
C -1.53728 4.17397 -4.90950
C -0.60675 3.50820 -5.67812
C -0.34296 2.14100 -5.50994
P 0.89516 1.30925 -6.59352
C 2.21054 2.61025 -6.61053
O 1.63381 0.25701 -5.56652
C -1.09755 1.47053 -4.54856
C -2.03238 2.14299 -3.74467
C -2.73833 1.36046 -2.67832
O -3.89400 1.54633 -2.36593
C -1.90447 0.29446 -2.04949
C -1.98321 -0.01129 -0.69784
C -1.16954 -1.00148 -0.16543
C -1.19700 -1.33270 1.31369
C 0.15147 -1.18317 1.97733
C 0.84722 -2.32700 2.35548
C 2.10049 -2.25001 2.94207
C 2.66607 -1.00715 3.17466
C 1.96970 0.13852 2.81193
C 0.71972 0.07440 2.21180
C 0.00939 1.34509 1.82788
C -0.31537 -1.70931 -1.01245
C -0.25440 -1.43159 -2.36755
C -1.03802 -0.40770 -2.88238
C -0.99133 -0.01058 -4.31905
O -0.90995 -0.80881 -5.22574
H -7.57272 4.22713 -6.91260
H -7.25356 2.58544 -6.30398
H -5.99367 3.49422 -7.11579
H -6.46200 5.24527 -5.12187
H -6.97209 3.76776 -4.27302
H -4.29699 4.38123 -5.57655
H -4.73505 2.76511 -4.97737
H -4.99181 3.52596 -2.73129
H -4.86108 5.22065 -3.18832
H -1.71278 5.23456 -5.03200
H -0.07595 4.07267 -6.42817
H 2.83659 2.42384 -7.48105
H 1.81370 3.61626 -6.64887
H 2.83438 2.50115 -5.72281
H 1.79516 0.61994 -4.68666
H -2.67720 0.53474 -0.07129
H -1.50083 -2.37617 1.40460
H -1.93590 -0.69705 1.80162
H 0.39916 -3.29783 2.18733
H 2.62935 -3.15207 3.21840
H 3.64369 -0.91820 3.62924
H 2.41928 1.10512 3.00512
H -0.14210 1.38699 0.74878
H -0.95464 1.44232 2.32722
H 0.61939 2.20586 2.09775
H 0.31237 -2.48668 -0.59393
H 0.39473 -1.98041 -3.03653
F 5.14728 -3.05418 4.36784
C 6.23400 -2.45490 4.89740
C 6.07474 -1.66628 6.01881
C 7.19501 -1.05045 6.55818
C 8.44211 -1.22693 5.97487
C 8.57147 -2.02477 4.84625
C 7.46111 -2.64936 4.29687
H 5.09214 -1.54254 6.45397
H 7.09118 -0.43151 7.43920
H 9.31150 -0.74367 6.39941
H 9.54154 -2.16245 4.38797
H 7.53752 -3.27791 3.42019
F 0.76865 -4.99078 4.08135
C 0.02679 -4.80877 5.19572
C -0.11752 -3.53076 5.69762
C -0.88387 -3.35621 6.84120
C -1.48388 -4.44432 7.46023
C -1.31906 -5.71756 6.93266
C -0.55870 -5.90914 5.78799
H 0.36238 -2.69903 5.19946
H -1.01200 -2.36237 7.24887
H -2.07861 -4.30021 8.35207
H -1.78281 -6.56841 7.41338
H -0.41867 -6.89090 5.35643
*
```

Values from the calculation:
Gap between HOMO and LUMO ... 8.02 eV
SMILES ... CCCCOc1ccc(P(C)O)c2c1C(=O)c1cc(Cc3ccccc3C)ccc1C2=O.Fc1ccccc1.Fc1ccccc1
LUMO level ... -0.506 eV
HOMO ... -8.5 eV

ORCA calculation (ωB97M-V/def2-TZVPD) on one molecule with the formula C3H5IN2 at a distorted geometry.

ORCA input file:
```
! RIJCOSX wB97M-V def2-TZVPD def2/J DEFGRID3
* xyz 0 3
C -0.13628 -0.19300 -0.54516
C -0.13238 -0.93712 0.62163
C -0.14840 -0.82164 1.93270
N -0.57409 0.82862 -2.49633
N -0.56444 -0.40296 -1.88280
I -2.76526 -1.36614 -1.79192
H 0.62426 0.68357 -0.30467
H 0.39883 -1.33388 2.59690
H -0.99963 -0.28686 2.37906
H -0.21445 1.58416 -1.97997
H -0.76356 0.74781 -3.48552
*
```

Values from the calculation:
Gap between HOMO and LUMO (alpha / beta) ... 7.58 / 6.87 eV
LUMO level (alpha / beta) ... 0.267 / -1.856 eV
HOMO (alpha / beta) ... -7.3 / -8.7 eV
<S²> ... 2.04
Energy above the lowest of the compared OMol25 structures with the same formula, charge and spin ... 104.2 kJ/mol

ORCA calculation (ωB97M-V/def2-TZVPD) on C5H7ClO2 as an isolated structure at a distorted geometry.

ORCA input file:
```
! RIJCOSX wB97M-V def2-TZVPD def2/J DEFGRID3
* xyz 0 1
C -0.25318 -1.07799 -0.42651
C -1.07152 -0.00800 0.27817
C -0.64237 1.02454 -0.77280
C 0.67669 0.15383 -0.62157
C 1.00538 0.51155 0.89459
H -0.03417 -1.85223 1.29872
H -0.61323 -1.46866 -1.44216
H -2.14408 -0.18572 0.52822
H -1.09670 0.97764 -1.72270
H -0.65594 2.05977 -0.39974
H 1.74458 -0.18255 1.36931
H 1.31176 1.57780 0.96624
O 0.12980 -2.15554 0.39457
O -0.34283 0.32537 1.43118
Cl 1.98580 0.30020 -1.77552
*
```

Values from the calculation:
Gap between HOMO and LUMO ... 10.78 eV
LUMO level ... 0.858 eV
HOMO ... -9.9 eV
Energy above the lowest of the compared OMol25 structures with the same formula, charge and spin ... 138.7 kJ/mol

ORCA calculation (ωB97M-V/def2-TZVPD) on one molecule with the formula C6H9N.

ORCA input file:
```
! RIJCOSX wB97M-V def2-TZVPD def2/J DEFGRID3
* xyz 0 1
C -0.99078 -0.36114 -2.15869
C -0.38063 0.15329 -0.89802
C -0.77298 1.26599 -0.13797
C 0.09448 1.52110 0.92861
C 0.61775 -0.44898 2.13410
C 1.02507 0.34375 0.87503
N 0.68480 -0.41293 -0.34483
H -1.03055 -1.45516 -2.18016
H -2.00027 0.04105 -2.27073
H -0.39104 -0.01943 -3.00949
H -1.68236 1.80825 -0.37182
H 0.80733 -1.51875 2.04718
H -0.45444 -0.30802 2.28812
H 1.13901 -0.06649 3.01160
H 2.09104 0.59269 0.85726
H 1.24357 -1.13520 -0.77020
*
```

Values from the calculation:
Gap between HOMO and LUMO ... 8.22 eV
LUMO level ... 0.653 eV
HOMO ... -7.6 eV
Energy above the lowest of the compared OMol25 structures with the same formula, charge and spin ... 275.1 kJ/mol

ORCA calculation (ωB97M-V/def2-TZVPD) on a 12-piece molecular cluster, C43H91N5O19 overall at a distorted geometry.

ORCA input file:
```
! RIJCOSX wB97M-V def2-TZVPD def2/J DEFGRID3
* xyz 0 1
C 2.34302 -7.60428 -3.26631
C 1.42287 -6.75303 -2.44953
O 1.86199 -5.40203 -2.40378
C 2.63908 -4.91521 -1.38602
C 2.83854 -3.45885 -1.35217
O 3.15178 -5.64499 -0.49461
H 2.60944 -7.18427 -4.23622
H 1.83786 -8.55782 -3.42012
H 3.24339 -7.80481 -2.68559
H 0.46756 -6.76383 -2.97430
H 1.22417 -7.19913 -1.47504
H 3.31448 -3.14204 -2.28020
H 3.50038 -3.28065 -0.50464
H 1.93470 -2.90099 -1.10732
C 5.54000 -0.76308 -3.36083
C 5.06447 0.67176 -3.14312
O 3.78014 0.74042 -3.73567
C 2.67700 1.06921 -2.99673
C 1.52283 1.52320 -3.81536
O 2.60390 0.93330 -1.76642
H 4.91857 -1.37601 -2.70797
H 6.59301 -0.91782 -3.12562
H 5.35265 -1.10180 -4.37978
H 5.13039 1.07912 -2.13425
H 5.79875 1.26539 -3.68767
H 1.62379 1.25711 -4.86755
H 1.38523 2.58611 -3.61688
H 0.65313 1.02518 -3.38675
C -2.38429 1.54885 4.77786
C -2.40765 3.05940 4.55900
O -3.70395 3.45628 4.19778
C -3.92048 4.79380 3.91264
C -5.23560 5.08267 3.20956
O -3.04220 5.67810 4.05270
H -2.87463 1.11377 5.64871
H -1.34878 1.26931 4.97196
H -2.69233 1.16536 3.80516
H -2.14420 3.50570 5.51791
H -1.65919 3.36175 3.82654
H -5.80126 4.18669 2.95390
H -4.92620 5.43528 2.22567
H -5.95358 5.74727 3.69009
C -4.56600 4.73576 -7.19753
C -3.57838 3.50508 -7.21862
O -3.11297 3.46951 -5.85608
C -1.82597 3.47463 -5.44741
C -1.59188 3.33889 -3.93545
O -0.90062 3.55287 -6.21581
H -5.42779 4.63776 -6.53736
H -4.90687 4.85426 -8.22605
H -4.07423 5.68059 -6.96610
H -4.05575 2.57462 -7.52595
H -2.67903 3.71118 -7.79897
H -0.52659 3.10843 -3.92287
H -2.14918 2.51145 -3.49629
H -1.67891 4.30128 -3.43114
C 0.50703 0.08939 7.35712
C 1.40781 0.69529 6.32512
O 1.41352 0.00337 5.11043
C 2.27353 -1.02424 4.88467
C 2.31758 -1.51677 3.49602
O 3.01552 -1.43700 5.72886
H -0.53170 -0.09500 7.08298
H 0.42791 0.65064 8.28815
H 0.86872 -0.89422 7.65680
H 1.04515 1.67861 6.02572
H 2.41674 0.87780 6.69505
H 1.40859 -1.37426 2.91162
H 2.43921 -2.59994 3.50198
H 3.24021 -1.14687 3.04879
C 9.60394 -1.09597 1.17637
C 8.32236 -1.55642 1.74513
O 7.29839 -0.72643 1.28040
C 6.05755 -0.87680 1.74639
C 5.04237 -0.12057 1.00218
O 5.75404 -1.62949 2.66618
H 9.55658 -1.09862 0.08741
H 10.45811 -1.71377 1.45351
H 9.84546 -0.12039 1.59827
H 8.10967 -2.56367 1.38693
H 8.26533 -1.49745 2.83204
H 5.42738 0.85638 0.70982
H 4.14027 0.11074 1.56857
H 4.67902 -0.69801 0.15210
C -5.78159 3.28911 -2.40072
C -6.02147 3.83897 -0.97056
O -5.82033 2.84156 0.01267
C -4.64067 2.60528 0.55356
C -4.74687 1.48295 1.54611
O -3.53280 3.25050 0.40402
H -6.64742 2.69409 -2.69121
H -4.88756 2.67631 -2.51603
H -5.83243 4.04963 -3.17991
H -5.41319 4.71545 -0.74719
H -7.06963 4.09464 -0.81536
H -4.06077 0.65581 1.36389
H -5.64024 0.86051 1.59679
H -4.34694 1.82273 2.50147
C -0.68346 0.61535 1.91615
N -0.54232 0.23648 0.53647
C 0.54368 -0.64264 0.15052
C -1.46737 0.67194 -0.40316
O -1.50704 0.32029 -1.58651
H -1.00103 1.65781 1.93938
H 0.29307 0.52782 2.39240
H -1.29242 -0.02955 2.54969
H 0.47994 -1.65713 0.54400
H 0.70504 -0.59763 -0.92653
H 1.47257 -0.26308 0.57618
H -2.30596 1.25098 0.01356
C -2.59086 -0.27890 -4.54779
N -3.99669 -0.32328 -4.13454
C -4.84229 0.26341 -5.13050
C -4.45980 -0.79574 -2.90291
O -5.65233 -0.67396 -2.54187
H -2.24445 0.70602 -4.86089
H -2.48055 -0.92955 -5.41531
H -1.91421 -0.64006 -3.77332
H -5.89758 -0.00859 -5.15225
H -4.81192 1.35221 -5.08912
H -4.45081 -0.20742 -6.03226
H -3.73115 -1.32331 -2.26813
C 4.30321 2.91518 2.88123
N 2.95626 3.16032 2.37936
C 2.54329 2.65746 1.10080
C 2.10018 3.67933 3.27228
O 0.84652 3.78580 3.04169
H 4.54210 3.64963 3.65039
H 5.04992 3.06424 2.10129
H 4.43776 1.89948 3.25320
H 2.62110 1.57506 0.99849
H 1.52237 2.99693 0.92589
H 3.03113 3.09319 0.22888
H 2.66301 3.96209 4.17532
C -0.15900 -3.85520 4.71003
N -0.86493 -3.16350 5.76533
C -1.94408 -2.32177 5.30631
C -0.60848 -3.42717 7.03623
O -1.23810 -2.86623 7.96481
H 0.59751 -4.58482 4.99888
H 0.35648 -3.07856 4.14505
H -0.99914 -4.28732 4.16639
H -2.66384 -3.01825 4.87627
H -2.35822 -1.68983 6.09197
H -1.59735 -1.67121 4.50342
H 0.22141 -4.14080 7.15544
C -1.20688 -3.52403 -2.08547
N -1.77246 -3.97739 -3.32755
C -1.09490 -3.79502 -4.60429
C -2.84890 -4.83448 -3.25827
O -3.18339 -5.48725 -4.23643
H -0.41266 -4.18466 -1.73778
H -1.93442 -3.45622 -1.27665
H -0.91757 -2.48139 -2.21699
H -0.05744 -3.74636 -4.27350
H -1.12340 -4.69942 -5.21203
H -1.40296 -2.87744 -5.10553
H -3.25918 -4.79638 -2.23728
*
```

Values from the calculation:
Gap between HOMO and LUMO ... 9.32 eV
SMILES ... CCOC(C)=O.CCOC(C)=O.CCOC(C)=O.CCOC(C)=O.CCOC(C)=O.CCOC(C)=O.CCOC(C)=O.CN(C)C=O.CN(C)C=O.CN(C)C=O.CN(C)C=O.CN(C)C=O
LUMO level ... 0.174 eV
HOMO ... -9.1 eV
Energy above the lowest of the compared OMol25 structures with the same formula, charge and spin ... 302.6 kJ/mol